# 1
Molecular formula: C18H16N6OS2
Method: DFT, ωB97M-V/def2-TZVPD

Last column: natural (NBO) charge in e.
Element x y z (Å)
C 1.26425 5.68625 -1.12062  -0.593
C 0.85154 4.52254 -2.02441  -0.415
C 1.26605 3.21380 -1.41636  -0.041
C 0.42503 2.53331 -0.54511  -0.142
C 0.81053 1.35020 0.05615  -0.276
C 2.06750 0.81964 -0.21380  0.142
N 2.52117 -0.37821 0.34263  -0.575
C 1.84308 -1.24353 1.11339  0.268
N 0.64899 -1.08252 1.59463  -0.362
N 0.21134 -2.11722 2.28709  -0.259
C 1.03541 -3.09696 2.37200  -0.165
S 0.59632 -4.62122 3.08678  0.251
C -0.59774 -5.18889 1.76893  -0.318
N -1.42510 -4.13200 1.30226  -0.285
N -2.55483 -3.91854 1.99275  0.050
N -3.28526 -2.94972 1.76480  -0.205
C -2.95272 -2.01343 0.81510  0.181
C -3.75836 -0.88187 0.65366  -0.212
C -3.41023 0.06958 -0.27806  -0.186
C -2.26909 -0.08468 -1.06603  -0.202
C -1.46968 -1.19716 -0.92497  -0.143
C -1.80698 -2.16923 0.01484  -0.187
C -0.96059 -3.33106 0.24937  0.664
O 0.04702 -3.62394 -0.36149  -0.616
S 2.57232 -2.79297 1.55486  0.337
C 2.92252 1.49534 -1.08186  -0.229
C 2.52257 2.67768 -1.67128  -0.205
H 2.34329 5.69531 -0.98470  0.205
H 0.96092 6.63440 -1.55825  0.207
H 0.79791 5.58866 -0.14297  0.206
H 1.32165 4.64271 -3.00248  0.206
H -0.23151 4.54102 -2.16083  0.205
H -0.55447 2.93495 -0.32895  0.201
H 0.14881 0.83159 0.72888  0.264
H 3.44411 -0.67058 0.05351  0.406
H -1.19950 -5.95487 2.25259  0.246
H -0.00343 -5.58136 0.94262  0.250
H -4.63123 -0.77741 1.27790  0.232
H -4.02429 0.94965 -0.40046  0.219
H -2.00680 0.67576 -1.78599  0.222
H -0.57778 -1.33383 -1.51703  0.238
H 3.90150 1.08907 -1.29563  0.204
H 3.19579 3.18971 -2.34345  0.211

HOMO energy   -8.09 eV
Orbital gap   0.301 Eh
E_tot   -1895.644649 Eh
Energy relative to the best compared isomer or geometry (same formula, charge and spin)   0.00 kcal per mole
LUMO level   0.0034 Eh
SMILES   CCc1ccc(Nc2nnc(SCn3nnc4ccccc4c3=O)s2)cc1

***

# 2
Molecular formula: C21H45N3O9S3
Method: DFT, ωB97M-V/def2-TZVPD

Last column: Löwdin charge in e.
Element x y z (Å)
C -0.70500 -1.38943 4.12816  -0.046
C -0.38272 -0.62279 2.90072  -0.246
O 0.33266 0.63901 3.25256  -0.276
S 0.70512 1.72507 2.11553  0.553
C 2.07995 0.82210 1.37494  -0.097
O -0.35601 1.78649 1.19254  -0.291
O 1.22809 2.82761 2.82940  -0.256
H -1.43259 -0.78402 4.73330  0.110
H 0.23157 -1.61741 4.57473  0.078
H -1.16339 -2.29954 3.71812  0.068
H 0.27896 -1.10893 2.22490  0.084
H -1.29807 -0.24660 2.41028  0.121
H 3.00313 1.17869 1.88295  0.085
H 2.29824 1.12089 0.37104  0.033
H 1.86039 -0.27779 1.38129  0.057
C -4.51975 -6.50737 2.21062  -0.072
C -4.17961 -5.09145 1.70515  -0.200
O -2.95283 -5.12676 0.83130  -0.291
S -1.67537 -4.17488 1.14368  0.572
C -0.57101 -4.85655 -0.03463  -0.117
O -2.01778 -2.80421 0.87635  -0.290
O -1.18725 -4.52001 2.43743  -0.286
H -4.52610 -7.29002 1.42929  0.081
H -5.56787 -6.37288 2.57555  0.088
H -3.94107 -6.93844 3.01904  0.071
H -4.93458 -4.56221 1.15114  0.108
H -4.02174 -4.45723 2.60703  0.122
H 0.34557 -5.13474 0.49088  0.080
H -0.45802 -4.11308 -0.82565  0.039
H -0.91274 -5.78168 -0.52769  0.084
C 4.74543 2.76655 -1.22823  -0.073
C 3.51257 3.65213 -1.39486  -0.189
O 2.39438 2.65198 -1.64433  -0.312
S 1.18187 3.26408 -2.45873  0.597
C 0.26504 3.86217 -1.08030  -0.111
O 1.60860 4.36781 -3.33347  -0.294
O 0.45781 2.14480 -3.02496  -0.287
H 4.63797 1.78948 -1.76659  0.080
H 4.94131 2.50660 -0.13302  0.091
H 5.70525 3.22760 -1.58935  0.090
H 3.26043 4.17343 -0.46147  0.118
H 3.52455 4.29520 -2.28402  0.106
H 0.91866 4.48179 -0.48188  0.069
H -0.17757 3.03791 -0.50946  0.041
H -0.43307 4.53710 -1.62141  0.091
C -1.81686 3.20467 4.18777  -0.085
C -1.70427 4.22177 3.03325  -0.253
C -1.29558 5.63558 3.46619  -0.187
C -2.18439 6.20130 4.52495  -0.227
N -2.67162 6.57288 5.50771  0.131
H -0.81105 3.11729 4.61743  0.083
H -2.08217 2.27638 3.77998  0.043
H -2.57578 3.44190 4.88607  0.062
H -2.70940 4.34046 2.64766  0.108
H -0.95213 3.87304 2.31792  0.065
H -1.34943 6.33731 2.58580  0.125
H -0.27489 5.65588 3.86356  0.119
C -1.93670 -1.77897 -2.70761  -0.106
C -1.34261 -0.37801 -2.58972  -0.251
C -0.86591 -0.01688 -1.16898  -0.152
C 0.23366 -0.95263 -0.86396  -0.226
N 1.07101 -1.71539 -0.63172  0.182
H -2.05555 -2.10446 -3.80625  0.105
H -2.87994 -1.82014 -2.18122  0.070
H -1.27689 -2.53119 -2.28272  0.039
H -2.15088 0.24630 -2.95065  0.109
H -0.51806 -0.26047 -3.31963  0.089
H -1.63934 -0.14877 -0.40044  0.126
H -0.44853 0.97291 -1.15659  0.060
C 2.37762 -2.66682 -5.65713  -0.102
C 1.96746 -1.84411 -4.40823  -0.260
C 2.80609 -0.59237 -4.15289  -0.164
C 4.29061 -0.76079 -3.94230  -0.217
N 5.37643 -0.82974 -3.65718  0.134
H 3.44790 -2.81174 -5.73463  0.061
H 2.11428 -2.02780 -6.54759  0.082
H 1.78709 -3.58329 -5.85973  0.076
H 1.91621 -2.53037 -3.59389  0.087
H 0.93932 -1.50302 -4.55564  0.093
H 2.39282 -0.06720 -3.35641  0.063
H 2.71800 0.04608 -5.06107  0.133

HOMO energy   -11.16 eV
Orbital gap   0.423 Eh
E_tot   -2863.032965 Eh
Energy relative to the best compared isomer or geometry (same formula, charge and spin)   68.55 kcal per mole
LUMO level   0.0128 Eh
SMILES   CCOS(C)(=O)=O.CCOS(C)(=O)=O.CCOS(C)(=O)=O.CCCC#N.CCCC#N.CCCC#N

***

# 3
Molecular formula: C3H10O4
Method: DFT, ωB97M-V/def2-TZVPD

Last column: natural (NBO) charge in e.
Element x y z (Å)
O -1.21298 -1.44925 2.57881  -1.107
C -0.14024 0.62538 -1.72565  0.250
O 0.06944 -0.55710 -1.57443  -0.336
C 0.56497 1.70636 -1.06336  0.224
C 1.94239 1.57780 -0.62209  -0.752
H 0.15605 -0.46790 0.52537  0.479
H -0.91268 0.91987 -2.45747  0.149
H 0.11364 2.68088 -1.22523  0.212
H 2.26451 2.44272 -0.04098  0.254
H 2.58247 1.55888 -1.52241  0.303
H 2.10527 0.64480 -0.06407  0.342
H 0.41036 -1.20906 1.79193  0.524
H -2.21142 -1.16037 -0.30977  0.469
O -1.66006 -0.66182 0.29083  -0.979
H -1.79953 -0.97684 3.17640  0.447
H -1.45853 -1.14522 1.24531  0.504
O 0.88539 -0.61873 1.16688  -0.983

HOMO energy   -8.06 eV
Orbital gap   0.131 Eh
E_tot   -421.028605 Eh
Energy relative to the best compared isomer or geometry (same formula, charge and spin)   160.92 kcal per mole
LUMO level   -0.1649 Eh

***

# 4
Molecular formula: C2H11NO3
Method: DFT, ωB97M-V/def2-TZVPD

Last column: natural (NBO) charge in e.
Element x y z (Å)
C 1.96926 -2.31633 0.93662  -0.486
C 0.69319 -2.00010 1.15409  0.004
N 0.07054 -1.23985 2.11024  -0.850
H 2.83536 -2.05167 1.54420  0.190
H 2.21761 -3.03368 0.16376  0.200
H 0.05555 -2.44349 0.38032  0.182
H -0.46385 -0.39627 1.99544  0.386
H 0.47097 -1.12346 3.02614  0.374
O -3.37191 1.97285 -2.10578  -0.928
H -2.70760 2.17468 -2.76755  0.463
H -3.05556 2.57903 -1.42178  0.466
O -0.52856 2.83535 0.13032  -0.928
H -0.13076 2.37274 0.85971  0.462
H -0.25400 3.71828 0.42478  0.466
O 0.55124 -0.39199 -2.46866  -0.948
H 1.01816 -1.08754 -1.97117  0.475
H 0.63038 0.43146 -1.99068  0.473

HOMO energy   -8.86 eV
Orbital gap   0.332 Eh
E_tot   -363.219257 Eh
Energy relative to the best compared isomer or geometry (same formula, charge and spin)   34.60 kcal per mole
LUMO level   0.0067 Eh
SMILES   C=CN.O.O.O

***

# 5
Molecular formula: C3H5IN4O2
Method: DFT, ωB97M-V/def2-TZVPD

Last column: natural (NBO) charge in e.
Element x y z (Å)
C -0.95852 -1.15990 0.22752  0.231
C 0.67932 0.69228 0.72822  0.060
C -0.71544 2.07813 -0.59401  -0.427
N -1.45586 0.04684 0.31076  -0.357
N 0.35206 -1.30279 0.27533  -0.427
N -0.50543 0.99299 0.30025  -0.235
N 0.93025 -2.45742 -0.13073  0.636
O 0.36253 -3.48739 0.07295  -0.407
O 2.06020 -2.27071 -0.53320  -0.408
I 2.45050 1.70250 0.16385  0.238
H -1.54120 -2.04845 0.08082  0.222
H 0.59730 0.23866 1.62671  0.198
H 0.27634 2.27802 -1.13864  0.222
H -1.46538 1.81810 -1.40990  0.236
H -1.06666 2.87915 0.02007  0.218

HOMO energy   -9.06 eV
Orbital gap   0.324 Eh
E_tot   -784.276266 Eh
Energy relative to the best compared isomer or geometry (same formula, charge and spin)   31.22 kcal per mole
LUMO level   -0.0093 Eh

***

# 6
Molecular formula: C36H52GeMgN7O6S
Method: DFT, ωB97M-V/def2-TZVPD

Last column: Löwdin charge in e.
Element x y z (Å)
Mg -0.93525 0.02184 -0.13667  0.612
C 4.67650 4.07410 0.48133  -0.054
C 3.75044 2.92985 0.16924  -0.286
C 3.92253 2.11595 -0.89216  -0.019
C 3.00526 1.05874 -1.22722  -0.152
C 3.07297 0.46014 -2.44235  -0.053
N 2.06892 -0.32194 -2.92949  0.004
C 2.14933 -1.35973 -3.92021  -0.183
C 1.83189 -2.71484 -3.27996  -0.135
C 0.43376 -2.79349 -2.64797  -0.132
N -0.60788 -2.96665 -3.68116  0.112
C -1.29250 -2.08856 -4.35059  0.015
C -1.53341 -0.70096 -4.13372  -0.108
C -1.76108 0.04236 -5.31853  0.020
C -1.98074 1.39231 -5.31745  -0.251
C -2.18845 2.18656 -6.58184  -0.038
C -2.04473 2.00447 -4.05740  0.042
C -1.90894 1.33025 -2.86092  -0.086
C -2.11216 2.14069 -1.65164  -0.058
N -1.99514 1.79058 -0.42874  0.014
C -2.29999 2.84526 0.57579  -0.180
C -2.56375 2.25475 1.96191  -0.145
C -1.34448 2.17586 2.93250  -0.194
N -0.05723 2.49258 2.31368  0.065
C 0.48411 1.59985 1.59625  -0.157
C 1.72147 1.70905 0.81770  -0.127
C 2.55205 2.75274 0.96615  0.015
C 1.98468 0.59356 -0.18403  -0.490
O 0.76003 0.22741 -0.78253  -0.275
C -1.65923 -0.08465 -2.85437  -0.274
O -1.63024 -0.76548 -1.76763  -0.106
H 5.56446 4.04432 -0.14974  0.077
H 5.00494 4.04992 1.52425  0.075
H 4.18530 5.03852 0.32590  0.082
H 4.74629 2.30859 -1.57707  0.124
H 3.93593 0.61987 -3.08716  0.133
H 1.25808 -0.28901 -2.31240  0.072
H 3.14373 -1.38307 -4.36570  0.124
H 1.44168 -1.16044 -4.73518  0.108
H 2.54583 -2.89510 -2.47300  0.117
H 1.95537 -3.52241 -4.00933  0.118
H 0.19767 -1.92302 -2.04301  0.087
H 0.37268 -3.67349 -2.00837  0.112
H -0.67979 -3.91294 -4.03134  0.166
H -1.74554 -2.50386 -5.24805  0.152
H -1.72229 -0.48331 -6.26907  0.129
H -1.88402 1.61686 -7.45906  0.080
H -1.60912 3.11078 -6.56488  0.085
H -3.23819 2.45934 -6.70854  0.088
H -2.23758 3.07358 -4.01553  0.133
H -2.41563 3.16948 -1.86306  0.139
H -3.16810 3.41030 0.23813  0.120
H -1.45376 3.53030 0.61807  0.125
H -2.98861 1.25560 1.82671  0.103
H -3.34543 2.84234 2.44057  0.109
H -1.32503 1.18137 3.38260  0.085
H -1.49692 2.87941 3.74645  0.108
H -0.01564 0.60848 1.51995  0.071
H 2.30892 3.49843 1.71951  0.130
C 3.92043 -5.48877 6.37118  -0.102
C 3.43166 -5.17809 4.95954  -0.287
S 1.77686 -4.53596 5.00979  0.641
O 1.83623 -3.09758 5.14066  -0.326
O 0.98384 -5.29695 5.94368  -0.289
C 1.13075 -4.88827 3.39239  -0.200
C -0.35400 -4.49598 3.37662  -0.110
N -0.67516 -3.61723 2.23952  0.066
C -0.74201 -2.27569 2.28662  -0.277
N -1.14040 -1.77775 1.10885  0.097
C -1.33961 -2.85192 0.27947  -0.023
C -1.04142 -3.97968 0.95575  -0.120
N -0.96774 -5.30456 0.40304  -0.324
O -1.21324 -5.40623 -0.78302  0.088
O -0.71912 -6.23126 1.14989  0.104
C -0.40195 -1.49057 3.50304  0.039
H 4.92587 -5.90207 6.31453  0.084
H 3.26971 -6.21035 6.85960  0.078
H 3.95438 -4.58741 6.98243  0.087
H 3.40804 -6.06708 4.32623  0.108
H 4.02018 -4.39787 4.47433  0.081
H 1.27354 -5.94962 3.19495  0.110
H 1.70884 -4.29644 2.67924  0.104
H -0.64060 -3.97143 4.28426  0.123
H -0.97775 -5.37563 3.30155  0.128
H -1.66889 -2.74928 -0.74146  0.114
H -1.30292 -1.27828 4.08301  0.110
H 0.04843 -0.54610 3.21350  0.066
H 0.30550 -2.01695 4.14239  0.057
C 5.74732 -0.79521 0.44039  -0.205
Ge 4.18499 -0.66821 1.59745  0.829
C 4.42887 0.79576 2.85729  -0.195
C 4.03555 -2.33533 2.61809  -0.226
C 2.55187 -0.67195 0.50016  -0.169
H 6.66003 -0.77763 1.04012  0.023
H 5.77425 0.04534 -0.25470  0.008
H 5.73190 -1.72424 -0.13377  0.020
H 5.17791 0.48788 3.59064  0.026
H 3.50755 1.04650 3.38535  0.024
H 4.78934 1.68556 2.34067  0.006
H 4.90675 -2.47345 3.26383  0.028
H 3.97822 -3.18985 1.93548  0.026
H 3.14692 -2.32588 3.25492  -0.006
H 1.75877 -1.12055 1.11972  0.061
H 2.76012 -1.38735 -0.30608  0.075

HOMO energy   -8.65 eV
Orbital gap   0.194 Eh
E_tot   -4912.705404 Eh
Charge   +1
LUMO level   -0.1236 Eh